Formula: C8H14S3
Source: the Open Molecules 2025 dataset
Level of theory: wB97M-V/def2-TZVPD

The calculation puts the relative energy (zero: lowest compared OMol25 entry of this formula, charge and spin) at 0.0 kJ/mol. As for the structure (SMILES): C=C(C)C(SC(S)S)=C(C)C. The charge is 0.

The geometry in XYZ format:
```
25
Properties=species:S:1:pos:R:3:forces:R:3:lowdin_charge:R:1
S -0.65976 1.19126 -1.04938 -1.0507 0.5669 0.2462 0.86
S -3.44922 0.18950 -1.87868 0.6804 0.2591 -1.7222 0.63
S -3.34694 2.02828 0.34091 -0.1787 0.6185 1.6529 0.67
C 2.50014 -1.19904 0.06723 -0.8480 -1.4679 1.6432 -0.08
C 2.01599 -0.03471 -2.12106 2.8220 -0.6728 3.5923 -0.05
C 0.44108 0.15930 -0.07966 0.0815 -1.1547 -1.9773 -0.48
C -0.64578 -1.40695 1.48426 1.0607 -1.7910 -3.5400 0.04
C -0.13843 -0.19957 1.22576 0.1215 -0.5771 0.9328 -0.47
C 1.54499 -0.37151 -0.70580 -0.7564 2.3293 1.0548 -0.36
C -0.12709 0.78703 2.33136 0.5020 2.5155 0.0628 -0.06
C -2.48825 0.78166 -0.49660 2.7690 -2.6711 -0.0619 -1.36
H 2.15609 -1.29703 1.18682 1.0081 0.2947 -2.1180 0.11
H -0.94287 1.58958 2.31436 0.7586 -1.3832 0.1222 0.09
H 2.30212 -2.21183 -0.38221 0.9603 0.4819 0.5431 0.10
H -0.04983 0.21096 3.23842 -0.5700 0.2343 0.6205 0.07
H 2.48980 -0.93034 -2.44375 0.0286 -0.9448 -0.9198 0.07
H 3.56212 -0.87566 -0.04257 -0.8123 -0.4032 0.1260 0.09
H 1.24968 0.28435 -2.67432 -2.7450 1.1489 -2.5574 0.00
H -0.49485 -2.17909 0.62224 -0.6010 1.2566 1.6240 0.12
H -2.52393 0.68584 -2.76977 -0.8841 -0.5037 0.1818 -0.13
H -2.25824 -0.19037 0.06497 -0.7217 1.8778 0.0856 0.02
H 2.87534 0.67610 -2.13760 -0.8124 -0.0424 0.2932 0.11
H -1.14424 -1.79059 2.34564 -0.0507 0.2947 0.7101 0.06
H 0.80852 1.40665 2.30849 -0.6090 -0.5480 -0.1671 0.10
H -3.67645 2.69620 -0.74906 -0.1526 0.2818 -0.4276 -0.14
```
Positions in Å, forces in eV/Å.



Formula: C22H24FN3O5S
Source: the Open Molecules 2025 dataset
Level of theory: wB97M-V/def2-TZVPD

The calculation puts the relative energy (zero: lowest compared OMol25 entry of this formula, charge and spin) at 192.0 kJ/mol. As for the structure (SMILES): CCOc1ccc(N(CC(=O)NCc2ccc(F)cc2)S(=O)(=O)c2c(C)noc2C)cc1. The charge is 0.

The geometry in XYZ format:
```
56
Properties=species:S:1:pos:R:3:forces:R:3:lowdin_charge:R:1
S -0.24947 -1.06743 -1.59558 0.1087 -0.1059 0.2254 0.72
F -7.82711 -1.63630 0.15146 0.0714 0.0653 -0.0058 0.06
O 0.22152 -1.85248 -2.69698 0.2183 0.0238 0.1810 -0.27
O -1.66851 -0.84584 -1.50438 0.1238 0.1458 0.0921 -0.28
O -0.88804 1.81480 0.62005 0.2823 0.0630 0.1209 0.03
O 0.50586 -2.44160 1.99533 -0.8849 0.6793 -0.0237 0.03
O 5.76771 0.60138 -0.06671 -0.1795 -0.1166 -0.2708 -0.05
N 0.44981 0.44544 -1.65621 -0.5668 -0.7606 0.2343 -0.17
N -2.63209 1.91395 -0.79802 -0.4008 0.0700 -0.1407 0.08
N 1.51186 -3.05916 1.32374 1.0329 -0.7006 -0.5972 0.12
C -0.21228 -1.69846 1.15055 0.0165 0.0901 -0.4924 -0.26
C -1.38579 -0.97402 1.67404 0.0721 0.0210 0.2365 0.03
C 2.36205 -3.23397 -0.95355 0.2358 -0.1627 0.0215 -0.01
C -0.41912 1.59425 -1.73153 -0.4277 -0.0469 -0.1181 -0.08
C 1.78529 0.54311 -1.21810 0.7563 0.0521 0.0407 -0.28
C -3.63496 2.09853 0.22606 0.0401 0.2475 0.2878 -0.12
C 2.14068 1.27131 -0.09143 -0.1033 -0.0750 -0.1305 0.01
C 3.45912 1.31877 0.32663 0.2788 0.0757 0.0670 0.00
C -4.57222 -0.16525 -0.40372 -0.0562 0.1343 0.0648 -0.03
C 6.22188 1.16806 1.14695 0.1193 0.0583 0.4617 -0.25
C -6.81444 -0.74390 0.16177 0.1285 0.0551 -0.0061 -0.28
C 4.07856 -0.09526 -1.51248 0.1645 0.1019 0.1733 0.00
C 5.88594 0.30494 2.35951 -0.0058 0.1339 -0.4026 -0.06
C 2.76701 -0.13570 -1.93331 0.0819 0.2202 0.1146 -0.02
C -4.74782 1.08306 0.18120 0.0155 0.0088 -0.1048 -0.20
C -5.60702 -1.08509 -0.41718 -0.2772 -0.0771 0.0783 0.01
C -7.01539 0.49088 0.75215 -0.0736 -0.1897 -0.0290 -0.01
C 4.44373 0.62819 -0.37379 -0.0987 -0.1460 -0.2032 -0.26
C 1.43263 -2.70693 0.07019 -0.2553 0.1305 0.3145 -0.30
C -5.97480 1.40050 0.75439 0.1245 -0.0973 -0.0794 -0.04
C 0.33624 -1.80938 -0.10431 -0.3570 0.2341 -0.0273 -0.15
C -1.32907 1.76231 -0.51494 -0.0024 0.2778 -0.2187 -0.48
H -5.48131 -2.05536 -0.87024 -0.0215 -0.1222 -0.0464 0.12
H -3.62680 -0.42962 -0.85328 -0.0029 0.0029 -0.0075 0.07
H 1.88373 -3.20189 -1.92831 0.1063 -0.0970 -0.0098 0.07
H 3.69798 1.89594 1.20562 0.0608 0.0283 0.0846 0.11
H 2.48117 -0.69700 -2.80818 0.0242 -0.0431 -0.1337 0.12
H 4.81024 0.20010 2.47747 -0.0721 -0.0209 0.0772 0.07
H 0.21244 2.48394 -1.81173 -0.0799 -0.1442 -0.0145 0.15
H 2.64298 -4.25173 -0.69635 0.0208 -0.0631 -0.0292 0.09
H 7.30672 1.22983 1.02379 -0.1641 0.0820 0.0265 0.12
H -1.15683 0.08911 1.75292 -0.0484 -0.0752 0.0311 0.07
H 5.83184 2.18594 1.27000 0.0664 -0.0678 -0.0698 0.11
H 6.29776 0.75800 3.25705 0.0285 0.0374 0.1216 0.08
H -7.97024 0.72659 1.19436 -0.1087 -0.0003 0.0357 0.12
H -1.01794 1.49655 -2.64152 0.0041 0.2463 0.0582 0.13
H -2.96145 1.74411 -1.73483 0.1568 -0.0269 -0.0085 0.15
H 6.31377 -0.68658 2.23559 0.0410 -0.0855 0.0225 0.08
H -3.11042 2.03805 1.18633 -0.0781 0.0973 -0.1642 0.13
H -4.05954 3.10641 0.13672 0.0431 -0.1205 0.1130 0.13
H -6.11725 2.36939 1.20994 -0.0329 0.1267 0.0377 0.11
H 4.85282 -0.61297 -2.05682 0.0899 -0.0743 -0.0643 0.12
H -2.22190 -1.08586 0.98782 -0.0607 -0.0045 0.0295 0.08
H 3.26401 -2.62513 -0.98151 0.0210 -0.0240 -0.0437 0.07
H 1.37925 1.79430 0.46710 -0.0998 -0.0029 0.0597 0.11
H -1.64282 -1.36085 2.65630 -0.0758 -0.0587 0.0301 0.10
```
Positions in Å, forces in eV/Å.



Formula: C29H36ClN3O4
Source: the Open Molecules 2025 dataset
Level of theory: wB97M-V/def2-TZVPD

The calculation puts the relative energy (zero: lowest compared OMol25 entry of this formula, charge and spin) at 111.8 kJ/mol. As for the structure (SMILES): CCOC(=O)[C@H](/N=C/c1ccc(Cl)cc1)[C@@H](/C(C[N+]12CCN(CC1)CC2)=C(/C)[O-])c1ccc(OC)cc1. The charge is 0.

The geometry in XYZ format:
```
73
Properties=species:S:1:pos:R:3:forces:R:3:lowdin_charge:R:1
Cl -1.33334 -2.77585 8.46557 -0.0664 -0.1677 0.5002 0.67
O 1.54064 -3.02849 1.36385 0.2430 1.7177 -0.6738 0.06
O 1.28176 -1.32436 -2.64039 -0.7870 0.9602 -0.3706 0.01
O 2.73039 -1.96434 -0.20900 0.0104 -0.2251 0.8768 0.02
O -3.80157 -3.78629 -2.22660 -0.5436 -0.1617 -0.5027 -0.11
N 0.53136 -0.85628 2.31380 0.0602 -0.7283 1.2076 0.10
N 0.80408 3.11807 -0.87200 -0.2077 1.9679 0.2568 -0.17
N -0.41579 5.36745 -0.71892 0.2623 -0.2433 -0.0043 -0.14
C -1.05038 -2.54463 -0.19375 -0.0355 0.0266 -0.3785 -0.01
C 1.76849 -2.00570 0.71774 0.1270 -1.4536 0.4274 -0.41
C 0.70614 5.47164 -1.70079 -1.1361 0.6171 0.7001 -0.15
C 0.89091 0.53830 -1.20601 0.2132 -0.1663 -1.0092 -0.22
C 1.12357 0.82460 -3.69955 0.0679 0.0616 -0.6247 -0.03
C -2.06784 -1.39032 4.79630 0.5797 -0.2232 0.2508 -0.04
C 0.24260 -2.16095 4.84692 -0.2736 -0.0265 0.3601 -0.01
C -0.65543 2.95949 -1.28709 0.9753 -0.8795 0.0143 -0.08
C 1.62837 1.78235 -0.90931 0.1962 -1.9190 -0.5929 -0.10
C -1.14762 -2.34095 6.81742 0.0527 0.4029 -1.2676 -0.69
C -0.82221 -1.54673 4.16914 0.1183 0.0325 0.4812 -0.20
C 1.03534 -0.66894 0.95299 -0.0810 -0.7665 2.0968 -0.20
C -0.62305 -1.06522 2.79107 0.1369 0.7388 -1.4425 -0.12
C 3.56543 -3.15763 -0.14453 -0.0676 0.0459 -0.2437 -0.21
C -1.99974 -3.38339 -0.75880 -0.7905 0.3454 -0.7857 0.01
C -2.71455 -1.58037 -2.24637 -0.2346 -0.9418 0.1897 -0.01
C 0.08531 -2.56011 6.17886 -0.4049 0.2346 -0.2921 -0.09
C 0.14243 5.00871 0.61719 -0.6905 0.8373 -0.7854 -0.15
C 1.45191 4.16326 -1.80721 0.0048 -1.2919 0.3895 -0.08
C 1.10766 -0.10041 -2.49396 0.5811 -0.3654 1.4060 -0.47
C 0.11421 -0.20771 -0.11380 -0.2637 0.6387 -1.2777 -0.21
C -1.34945 4.29554 -1.16694 0.1531 1.2629 0.3209 -0.14
C -4.76371 -3.43197 -3.24765 0.7836 -0.0669 0.6655 -0.07
C -1.73072 -0.78123 -1.68091 -0.0304 -0.1745 0.0714 -0.04
C -2.23519 -1.76960 6.13067 0.7168 -0.2182 -0.1667 -0.10
C 4.37686 -3.22422 -1.40057 0.1568 -0.0236 -0.3516 -0.07
C -2.86171 -2.91160 -1.77881 0.5359 0.8812 0.1506 -0.27
C -0.87621 -1.24299 -0.67910 -0.0762 0.5986 0.3127 -0.16
C 0.87543 3.69033 0.55020 0.2396 -0.8734 -0.6692 -0.08
H 3.73329 -3.35019 -2.27259 0.0102 0.1376 0.0426 0.08
H 2.92907 -4.03742 -0.03004 0.1255 0.1987 -0.0107 0.12
H 0.27510 5.75259 -2.67059 0.1239 0.0420 0.2829 0.13
H -5.34280 -4.34606 -3.37551 -0.0085 0.1742 -0.0865 0.09
H -1.54989 -0.86551 2.22166 0.0938 -0.3041 -0.0536 0.13
H 1.40547 3.75765 -2.82672 0.1575 -0.1259 0.3907 0.13
H 4.97980 -2.32367 -1.52444 -0.0103 -0.0259 -0.0741 0.08
H 2.49618 4.26367 -1.48470 -0.2421 -0.2235 -0.1580 0.13
H 1.80593 0.08336 1.13115 0.1944 -0.0488 -0.4230 0.14
H -1.75936 4.59732 -2.13844 -0.0129 0.0125 0.2801 0.13
H -2.10282 -4.41659 -0.43349 -0.0400 0.2285 0.0017 0.12
H 1.37936 6.26770 -1.36081 -0.2415 -0.0638 -0.1374 0.12
H 1.17930 -2.32663 4.30577 -0.3655 0.1245 0.2339 0.12
H -0.68406 4.95268 1.33683 0.1773 0.1575 -0.2027 0.13
H -0.44041 -2.96541 0.59924 -0.1077 0.2692 -0.1616 0.10
H -1.10778 2.20102 -0.63656 0.2807 0.1368 -0.3062 0.12
H -1.61350 0.24394 -2.03653 0.0220 -0.2648 0.0267 0.11
H -2.16881 4.22599 -0.44122 0.1311 0.1846 -0.1982 0.13
H -0.65652 2.59310 -2.32314 0.0766 -0.0510 0.5421 0.11
H 0.90548 -3.03130 6.71963 -0.2601 0.1170 -0.1067 0.10
H 2.14927 1.74947 0.06727 -0.3944 0.2456 -0.1878 0.11
H 0.96419 0.22437 -4.60399 0.2477 0.1579 0.1752 0.08
H 2.43073 1.96410 -1.65018 -0.5758 -0.0274 0.2406 0.12
H 5.04624 -4.08619 -1.35384 0.0166 0.0451 0.0369 0.08
H -2.88984 -0.96401 4.22728 0.0430 -0.0065 0.1603 0.11
H -3.33953 -1.18361 -3.05130 0.1327 -0.2114 0.3312 0.10
H -0.51752 0.59142 0.33182 0.0683 -0.4321 0.3631 0.13
H 2.08565 1.35659 -3.77709 -0.2207 -0.1318 -0.1172 0.08
H 0.31474 1.57363 -3.65360 0.3473 -0.2500 -0.0399 0.05
H 1.94364 3.82103 0.76970 -0.3127 -0.2991 0.0020 0.13
H 0.43225 2.94055 1.21909 0.3086 0.0438 -0.2278 0.14
H 4.20714 -3.06676 0.73949 -0.1928 -0.0357 -0.0390 0.13
H -5.42366 -2.61725 -2.92055 0.2046 -0.1024 -0.0201 0.09
H -4.27114 -3.16836 -4.19292 -0.0491 -0.0046 0.2127 0.09
H 0.82987 5.80808 0.92046 -0.2878 -0.0904 -0.0136 0.12
H -3.17950 -1.62872 6.63922 0.0350 -0.0300 0.0020 0.10
```
Positions in Å, forces in eV/Å.



Formula: C7H13N3O
Source: the Open Molecules 2025 dataset
Level of theory: wB97M-V/def2-TZVPD

The calculation puts the relative energy (zero: lowest compared OMol25 entry of this formula, charge and spin) at 57.0 kJ/mol. As for the structure (SMILES): Cc1c[nH]cn1.CCC(N)=O. The charge is 0.

The geometry in XYZ format:
```
24
Properties=species:S:1:pos:R:3:forces:R:3:lowdin_charge:R:1
O 2.34317 4.35761 -0.44257 0.0404 0.0094 0.1625 0.05
N 1.26598 2.72006 -1.57283 -0.0793 -0.2097 0.7646 0.15
N -2.98799 -2.59477 -1.28029 0.1632 0.8029 -0.3295 0.03
N -1.15604 -1.46728 -0.82806 0.4795 0.8681 0.0261 0.08
C 1.64431 3.36559 -0.42326 -0.3437 0.1474 -0.6710 -0.57
C -2.33517 -3.27513 -0.29016 0.3388 -0.8108 0.0148 -0.08
C -1.19955 -2.56463 -0.01011 0.0325 -0.2866 -0.7416 -0.36
C 1.96006 1.77630 1.52169 -0.4273 -0.5352 0.6689 -0.08
C 1.03380 2.79591 0.84649 0.7127 0.2664 -0.5605 -0.17
C -2.22187 -1.49243 -1.57360 -1.3996 -0.2753 1.2613 -0.20
C -0.05517 -2.84087 0.89288 0.4880 -0.1701 -0.1291 -0.05
H 2.20293 2.10393 2.53186 0.1716 0.1426 -0.0623 0.07
H 1.60241 3.05010 -2.45878 0.2410 -0.1529 -0.0351 0.10
H 0.97981 1.76419 -1.44078 -0.1946 -0.0135 -0.5150 0.10
H 0.01063 2.48611 0.65762 0.0368 -0.5091 -0.0243 0.11
H -2.72278 -0.64473 -2.00891 0.4979 0.1012 -0.7083 0.11
H -3.97482 -2.62035 -1.46944 0.0378 -0.3661 -0.1910 0.14
H 2.89811 1.58816 1.00300 -0.0577 0.1552 -0.1674 0.08
H 0.12580 -3.90367 1.05115 -0.2947 0.0019 0.2527 0.07
H -0.12868 -2.30520 1.83495 -0.2043 -0.1433 0.2452 0.07
H 0.85169 -2.46725 0.42879 0.1063 0.1308 -0.1913 0.07
H 1.46816 0.81433 1.68097 -0.0120 -0.0279 -0.2927 0.06
H 0.96527 3.66657 1.45307 -0.1243 0.6635 0.7333 0.10
H -2.57006 -4.31257 -0.10366 -0.2088 0.2110 0.4894 0.11
```
Positions in Å, forces in eV/Å.



Formula: C8H22N5NaO9S
Source: the Open Molecules 2025 dataset
Level of theory: wB97M-V/def2-TZVPD

The charge is -2.

The geometry in XYZ format:
```
46
Properties=species:S:1:pos:R:3:forces:R:3:lowdin_charge:R:1
S 2.02919 -2.28671 0.47162 0.9461 -0.0191 -0.4909 0.26
Na -0.09187 -0.35150 -0.82959 0.4908 -0.5071 -0.2349 0.39
O 1.24754 -1.08886 0.98057 -0.4087 0.6357 -0.0547 -0.48
O -1.68432 -2.18703 4.65377 -0.0598 0.0193 -0.0024 -0.07
O 3.46831 -2.08943 0.73158 -0.3037 0.1514 0.1259 -0.43
O -1.73490 -4.25320 0.36738 -0.5335 0.1133 -0.2858 0.02
O 1.53256 -3.48049 1.19482 -0.0954 -0.0143 -0.2023 -0.42
O -1.91341 0.42141 -2.28918 -0.2249 -0.0011 -0.1427 -0.11
O 0.86369 4.56361 1.07507 0.1599 0.1246 0.0729 -0.20
O -0.50966 -0.93983 -3.34882 -0.2764 0.2255 -0.1503 -0.05
O 1.78729 -2.36000 -0.99309 -0.4456 0.0331 0.3610 -0.42
N -1.81558 -3.32381 -1.71848 -0.7601 0.5543 -0.4730 0.17
N -0.81169 -1.13564 2.81305 -0.0679 0.1369 -0.2570 0.13
N 0.16980 2.25560 -0.51177 -0.3078 -0.0833 -0.1794 0.07
N -2.58788 -2.15381 0.11889 -0.1515 -0.0370 -0.4942 0.16
N 0.04286 -3.13188 3.47178 -0.1047 -0.0058 0.3569 0.16
C -2.02155 -3.32006 -0.36416 0.7191 -0.4122 0.4007 -0.66
C -1.47756 -0.14736 -3.33610 0.2745 -0.2159 0.6943 -0.76
C 0.78666 4.04961 2.37925 -0.0346 -0.1960 0.4835 -0.13
C 2.54443 1.93592 -1.05546 0.1820 0.2262 -0.3492 -0.04
C -2.21659 0.09625 -4.64338 -0.1566 0.2959 -0.5476 -0.04
C -0.88043 -2.16574 3.71063 0.4200 -0.1794 -0.2968 -0.70
C 1.52456 2.48951 -0.05408 0.7673 -0.8661 0.0236 -0.44
C 1.86151 3.92917 0.28393 -0.2639 0.4919 -0.0509 -0.21
H 1.68456 1.85369 0.82418 -0.3237 0.1556 0.1444 0.14
H -2.70792 -1.35277 -0.48060 -0.0113 0.0271 0.0268 0.07
H 0.22702 4.75755 2.99312 -0.0405 0.0167 -0.1119 0.08
H -1.83592 -2.45342 -2.22639 0.2197 0.0783 0.0518 0.06
H 2.83554 4.01271 0.78460 0.0086 -0.2059 0.0779 0.12
H -0.53139 2.58575 0.14007 0.1196 0.0643 0.0834 0.08
H 0.07528 -3.89859 4.11611 -0.2110 0.0192 0.0680 0.09
H -3.15566 -0.46318 -4.65263 0.0726 -0.0875 0.0778 0.07
H 1.93033 4.54655 -0.61807 -0.1185 -0.1552 -0.0973 0.12
H -2.48906 1.14377 -4.80089 0.0609 0.0070 0.2832 0.06
H -1.29665 -4.03747 -2.19042 0.3279 -0.2211 0.5992 0.10
H -0.03594 2.70232 -1.39967 0.0968 -0.0956 -0.0399 0.09
H -1.55868 -0.46795 2.79617 -0.0297 -0.0112 0.2747 0.08
H 2.17556 1.06757 -1.60122 -0.1315 -0.0515 0.1952 0.08
H -2.65709 -2.04357 1.11382 0.2671 -0.0766 0.0484 0.08
H -0.07787 -1.11133 2.07976 -0.0178 -0.1720 0.2009 0.04
H 0.28418 3.07610 2.43808 0.0191 0.0418 -0.1298 0.09
H -1.61070 -0.21589 -5.49409 -0.0065 -0.1500 0.0737 0.06
H 3.45163 1.60717 -0.54905 -0.0078 0.0516 0.0327 0.09
H 1.77593 3.91978 2.84023 0.0243 0.0630 -0.1502 0.09
H 2.82856 2.68252 -1.81029 -0.0805 0.0173 0.0632 0.07
H 0.57533 -3.23703 2.58894 -0.0026 0.2139 -0.0790 0.04
```
Positions in Å, forces in eV/Å.



no.,HOMO (eV),strongest force on any atom (eV Å⁻¹)
1,-8.094,4.617
2,-8.462,1.384
3,-6.245,2.234
4,-8.877,1.904
5,-1.586,1.157